This record from OMol25 describes 12 unconnected molecules or ions with the total composition C31H58O26S5 at a distorted geometry. The level of theory is the ωB97M-V functional and the def2-TZVPD basis.

Properties
* 2S+1: 2
* HOMO-LUMO gap (alpha / beta): 7.715 / 3.083 eV
* total charge: +1

Positions of all 120 atoms, in Å:
1 C -5.63972 8.07926 8.89241
2 C -4.95454 8.99386 7.85111
3 O -3.98281 9.72953 8.56726
4 C -4.18803 9.48891 9.90653
5 O -3.56865 10.09247 10.79108
6 O -5.19824 8.60387 10.10861
7 H -5.31642 7.05501 8.70667
8 H -6.69171 8.33463 8.76510
9 H -5.72086 9.58591 7.35078
10 H -4.58134 8.33193 7.06966
11 C 1.68728 8.80009 16.33922
12 C 0.20515 8.37511 16.35870
13 O -0.24033 9.15136 17.46013
14 C 0.55845 10.13781 17.74804
15 O 0.31613 11.04669 18.53505
16 O 1.63193 10.07182 17.00092
17 H 1.93238 8.87628 15.27988
18 H 2.29059 8.03165 16.82257
19 H 0.24404 7.32743 16.65697
20 H -0.35501 8.51559 15.43425
21 C -0.55719 9.85024 10.18873
22 C -0.43839 8.73437 11.24440
23 O 0.89740 8.79654 11.67961
24 C 1.63222 9.67969 11.00119
25 O 2.83496 9.83976 11.24056
26 O 0.84627 10.19536 10.02049
27 H -1.12472 10.66090 10.64574
28 H -1.03111 9.45453 9.29045
29 H -0.59678 7.72965 10.85254
30 H -1.10958 8.92032 12.08287
31 C -2.32155 6.62194 20.22085
32 C -3.64225 6.52022 19.43634
33 O -4.35144 7.70877 19.79509
34 C -3.67208 8.29013 20.77077
35 O -3.96589 9.30703 21.21796
36 O -2.66587 7.50247 21.23496
37 H -1.47531 6.98990 19.64070
38 H -1.95412 5.62971 20.48271
39 H -4.30892 5.71438 19.74338
40 H -3.62369 6.56028 18.34723
41 C -5.29847 4.09611 11.85991
42 C -6.09538 5.34870 11.63378
43 O -6.66231 5.16971 10.37569
44 C -6.61127 3.84199 10.09800
45 O -7.23899 3.32225 9.17455
46 O -6.04407 3.21722 11.05929
47 H -5.35363 3.87271 12.92534
48 H -4.27368 4.14281 11.49148
49 H -5.38841 6.16991 11.75178
50 H -6.97049 5.55630 12.24957
51 C -5.66181 11.90438 12.79592
52 C -6.74236 12.51442 13.69915
53 O -7.18021 13.61026 12.97388
54 C -6.34921 13.82932 11.94865
55 O -6.56641 14.75062 11.20429
56 O -5.37112 12.91417 11.86989
57 H -6.16033 11.08102 12.28439
58 H -4.79450 11.69786 13.42299
59 H -6.21196 12.90933 14.56565
60 H -7.53975 11.78296 13.83042
61 C -3.40138 8.56523 14.97296
62 C -3.41907 7.79166 13.67580
63 O -3.76754 6.50137 13.98055
64 C -4.32135 6.54800 15.20125
65 O -4.89216 5.62122 15.73984
66 O -4.20861 7.78890 15.78055
67 H -3.84389 9.55599 14.86954
68 H -2.41468 8.63595 15.43070
69 H -2.37608 7.69847 13.37319
70 H -3.96698 8.21955 12.83625
71 C -2.89048 10.73255 17.79009
72 S -4.39232 11.78127 17.73646
73 O -4.80891 11.91029 16.29686
74 C -5.60417 10.65951 18.57611
75 H -2.31077 10.82749 16.87193
76 H -3.02905 9.66128 17.93597
77 H -2.24068 11.01030 18.61999
78 H -5.50602 9.59257 18.37585
79 H -6.58186 11.07022 18.32401
80 H -5.51818 10.73373 19.66017
81 C -7.16971 7.40235 17.72951
82 S -8.35603 7.51256 19.11057
83 O -9.75470 7.19904 18.52107
84 C -7.91706 5.94946 19.97610
85 H -6.16959 7.75809 17.97710
86 H -7.51964 7.92625 16.84004
87 H -7.19981 6.33318 17.51956
88 H -6.86623 5.83656 20.24276
89 H -8.25690 5.18911 19.27289
90 H -8.44480 5.93233 20.92966
91 C -3.32914 2.05812 14.42553
92 S -1.89643 2.00095 15.63626
93 O -0.61773 1.68009 14.80122
94 C -1.86533 3.80241 16.02260
95 H -3.02784 2.73385 13.62510
96 H -4.29440 2.20693 14.90950
97 H -3.41192 1.07472 13.96276
98 H -2.72198 4.26584 16.51196
99 H -1.75998 4.38746 15.10897
100 H -1.01883 4.03046 16.67030
101 C -8.40987 1.43517 15.89845
102 S -8.54716 3.08242 16.83580
103 O -7.42301 3.04417 17.86042
104 C -8.08403 4.26525 15.55568
105 H -7.47150 1.25450 15.37412
106 H -9.09412 1.39517 15.05093
107 H -8.71053 0.59491 16.52428
108 H -8.54715 4.14187 14.57671
109 H -7.00728 4.26872 15.38628
110 H -8.32212 5.22344 16.01753
111 C 0.03160 4.60017 12.66481
112 S 0.50491 6.15779 13.52085
113 O -0.59649 6.35039 14.57644
114 C 2.03142 5.57699 14.50261
115 H -1.04046 4.58361 12.46856
116 H 0.10747 3.68788 13.25648
117 H 0.46010 4.70567 11.66814
118 H 1.66190 4.91511 15.28586
119 H 2.24317 6.47350 15.08531
120 H 2.79302 5.08685 13.89612

Cartesian forces, eV/Å:
C -0.151 1.136 -1.887
C -1.005 -1.280 -0.870
O -0.289 -0.612 1.260
C 1.300 2.300 1.174
O -1.744 -2.268 -2.212
O 1.312 0.559 1.257
H -0.549 -0.087 0.606
H -0.164 -1.105 0.464
H 0.417 0.752 0.291
H 0.858 0.436 0.032
C -1.375 -0.006 -1.395
C 1.696 -0.641 1.063
O -2.804 -1.496 0.300
C -0.309 3.474 1.925
O 0.370 -2.112 -1.444
O 2.336 -0.442 -0.927
H 0.780 0.549 0.251
H 0.317 0.597 0.364
H -0.910 0.051 -0.227
H 0.024 0.248 0.368
C 0.761 -0.797 1.330
C -0.394 -0.053 -0.210
O 0.222 -0.393 1.348
C 2.457 -0.188 -0.031
O -3.856 0.124 -1.190
O 0.280 0.805 -0.420
H 0.245 0.276 -0.601
H 0.430 0.544 -0.216
H -0.190 -0.014 -0.086
H 0.069 -0.104 0.002
C 0.171 -1.317 -1.938
C -0.653 -0.246 -0.806
O 0.044 -0.458 -0.831
C 0.824 -1.911 0.468
O -0.864 3.625 1.675
O 0.062 0.382 0.506
H -0.226 0.631 -0.300
H -0.469 0.070 0.995
H 0.462 -0.444 0.059
H 0.590 -0.429 0.006
C -0.724 0.554 0.890
C 0.533 1.448 0.929
O 0.626 0.372 -1.738
C -4.434 -0.221 -3.853
O 2.135 1.422 2.086
O 1.643 -3.065 1.608
H 0.280 -0.656 -0.190
H 0.017 0.104 0.117
H -0.366 0.534 -0.640
H 0.350 -0.398 0.873
C -0.788 -0.491 0.902
C 1.438 -0.404 0.488
O -0.700 0.259 -0.336
C -1.296 2.276 -1.536
O 1.085 -1.071 0.332
O 0.124 0.575 -0.339
H 0.857 -0.472 -0.185
H 0.069 -0.544 -0.542
H -0.740 -0.497 0.645
H -0.033 0.365 0.628
C 0.333 1.471 -0.852
C 3.175 1.909 -1.879
O -1.676 -1.289 1.670
C -1.130 -1.074 1.236
O 0.662 1.108 -0.557
O -1.276 -2.405 0.681
H 0.117 0.068 0.102
H 0.017 0.012 -0.174
H 0.032 0.306 -0.439
H -0.480 -0.038 0.255
C 0.216 -0.503 0.362
S 0.023 -0.479 -0.177
O 0.102 -0.552 0.497
C 0.196 0.283 0.302
H -0.286 0.503 -0.040
H -0.676 -0.082 -0.137
H -0.094 0.469 -0.022
H 0.156 0.247 -0.574
H 0.019 -0.121 -0.287
H 0.380 0.314 0.042
C -0.367 -0.188 -0.465
S -0.707 -1.486 -1.060
O 1.959 0.738 0.848
C -0.451 0.307 0.594
H -0.201 -0.130 0.455
H -0.291 0.262 0.303
H 0.405 -0.054 -0.028
H 0.155 0.494 -0.585
H 0.141 -0.217 0.164
H -0.378 0.005 -0.241
C 1.010 -0.639 0.159
S 1.046 -0.160 -1.426
O -2.563 1.136 1.383
C 0.190 0.382 -0.414
H -0.359 0.347 0.217
H 0.236 0.652 0.136
H 0.386 -0.181 0.178
H -0.516 -0.844 0.121
H 0.315 -0.225 -0.153
H 0.222 -0.400 -0.167
C -0.475 0.723 -0.674
S 0.836 -2.237 -0.004
O -0.932 0.700 -0.871
C 0.780 0.074 -0.050
H 0.510 0.292 0.773
H -0.568 0.534 0.151
H 0.339 0.367 0.405
H -0.504 -0.094 0.318
H 0.160 -0.264 0.260
H -0.258 0.097 -0.339
C -0.456 0.616 -0.042
S -0.611 -1.515 1.225
O 1.025 0.064 -0.905
C -2.050 0.242 0.156
H -0.267 0.882 0.160
H 1.028 -0.068 -0.115
H 0.566 -0.792 0.178
H -0.238 -0.500 -0.370
H 0.870 0.114 -0.630
H 0.050 0.572 0.058

Löwdin population analysis, charges in e, atoms 1 to 6:
1. C -0.125
2. C -0.122
3. O 0.079
4. C -0.470
5. O 0.105
6. O 0.044